Record 1
A structure of composition C33H37N3O5SSn in a non-equilibrium geometry, computed with wB97M-V/def2-TZVPD.

For the molar mass, the calculation gives 706.453 Da. For the largest force on an atom, the calculation gives 3.11 eV/A. The calculation puts the total energy at -2431.9805 a.u. The calculation puts the energy relative to the best compared isomer or geometry (same formula, charge and spin) at 126.7 kJ/mol. The HOMO-LUMO gap (spin up / spin down) comes out at 6.95 / 5.33 eV. The charge is +2.

Each line ends with the Löwdin charge.
Element x y z (Å)
1 Sn 0.46 0.18 1.49  1.579
2 C 0.41 1.31 4.58  -0.052
3 O 0.08 0.18 3.77  -0.330
4 C 0.33 -1.19 4.35  -0.099
5 C -0.25 -2.21 3.47  -0.193
6 O 0.39 -2.18 2.21  -0.297
7 C 1.35 -3.23 1.84  -0.071
8 C 2.70 -3.13 2.70  -0.183
9 O 3.14 -1.81 2.64  -0.241
10 C 4.58 -1.63 2.55  -0.030
11 H 0.05 1.12 5.60  0.109
12 H -0.10 2.16 4.12  0.098
13 H 1.55 1.40 4.72  0.136
14 H -0.14 -1.04 5.33  0.153
15 H 1.40 -1.25 4.44  0.131
16 H -1.37 -2.04 3.36  0.154
17 H -0.24 -3.23 3.93  0.169
18 H 1.54 -3.05 0.80  0.102
19 H 0.87 -4.19 1.94  0.128
20 H 3.41 -3.76 2.11  0.138
21 H 2.56 -3.51 3.74  0.137
22 H 5.01 -2.38 1.88  0.099
23 H 4.93 -1.67 3.57  0.088
24 H 4.80 -0.60 2.18  0.093
25 C -0.88 4.31 1.15  0.032
26 C -0.02 3.19 1.18  -0.385
27 O -0.53 2.11 1.49  -0.084
28 C 1.32 3.31 0.62  -0.094
29 C 1.72 4.54 -0.02  -0.038
30 C 2.97 4.76 -0.47  -0.046
31 C 3.95 3.73 -0.20  -0.012
32 C 3.67 2.60 0.58  0.019
33 C 2.34 2.40 1.04  -0.311
34 O 2.11 1.43 1.97  -0.218
35 H -1.85 3.99 1.43  0.104
36 H -0.71 4.85 0.24  0.089
37 H -0.50 5.04 1.90  0.147
38 H 0.89 5.21 -0.21  0.101
39 H 3.14 5.72 -1.04  0.138
40 H 5.00 3.98 -0.49  0.130
41 H 4.40 1.82 0.79  0.117
42 N -5.91 -2.42 -0.98  0.157
43 C -5.54 -1.17 -0.92  -0.825
44 S -6.13 0.21 -1.64  0.735
45 C -4.26 -0.94 -0.25  -0.251
46 C -4.08 0.10 0.72  -0.011
47 C -2.89 0.32 1.29  -0.100
48 N -1.77 -0.43 1.00  -0.031
49 C -1.89 -1.39 0.11  -0.129
50 C -3.14 -1.72 -0.49  0.005
51 H -6.75 -2.64 -1.45  0.112
52 H -5.51 -3.14 -0.42  0.127
53 H -4.97 0.72 0.95  0.130
54 H -2.89 1.03 2.12  0.131
55 H -0.98 -1.88 -0.20  0.081
56 H -3.15 -2.59 -1.14  0.131
57 N 0.90 -1.09 -1.12  0.212
58 C 0.40 -0.87 -2.27  -0.301
59 C -0.30 0.47 -2.36  -0.237
60 C -1.66 0.45 -2.48  -0.057
61 C -2.41 1.59 -2.75  -0.042
62 C -1.71 2.78 -2.82  -0.072
63 C -0.32 2.80 -2.73  -0.066
64 C 0.44 1.62 -2.55  -0.013
65 C 0.46 -1.74 -3.46  -0.163
66 C 0.02 -1.29 -4.69  -0.025
67 C 0.06 -2.05 -5.83  -0.045
68 C 0.60 -3.32 -5.71  -0.034
69 C 1.18 -3.78 -4.50  -0.040
70 C 1.08 -3.00 -3.40  -0.034
71 H -2.17 -0.50 -2.51  0.113
72 H -3.43 1.58 -3.04  0.092
73 H -2.22 3.74 -3.15  0.136
74 H 0.10 3.83 -2.86  0.125
75 H 1.49 1.56 -2.73  0.122
76 H -0.35 -0.28 -4.85  0.126
77 H -0.48 -1.75 -6.72  0.121
78 H 0.59 -3.96 -6.56  0.109
79 H 1.60 -4.75 -4.38  0.107
80 H 1.49 -3.33 -2.48  0.097

=====

Record 2
A cluster of 5 separate species, C33H38BF4NO3 in total in a non-equilibrium geometry, computed with wB97M-V/def2-TZVPD.

For the molar mass, the calculation gives 583.475 Da. For the largest force on an atom, the calculation gives 9.29 eV/A. The calculation puts the total energy at -1984.9411 a.u. The HOMO-LUMO gap comes out at 9.03 eV. The charge is 0.

Each line ends with the Löwdin charge.
Element x y z (Å)
1 C 1.52 -0.47 0.60  -0.128
2 C 1.22 -0.80 -0.97  -0.238
3 C 0.42 0.35 -1.81  -0.186
4 C -0.50 1.39 -0.95  -0.272
5 C -1.12 2.47 -2.05  -0.075
6 C -1.59 0.75 0.06  -0.187
7 O -2.46 1.93 0.38  -0.131
8 C -3.86 1.84 -0.16  -0.186
9 O -4.92 2.64 0.10  -0.039
10 C -3.86 0.56 -1.24  -0.016
11 C -2.72 -0.33 -0.42  -0.134
12 B -2.32 -1.82 -0.96  -0.434
13 N -2.70 -2.44 -2.30  0.090
14 O -1.53 -2.69 -0.02  0.000
15 H 0.82 -1.19 1.24  0.071
16 H 2.62 -0.82 0.84  0.084
17 H 1.43 0.65 0.92  0.075
18 H 2.28 -0.93 -1.50  0.113
19 H 0.70 -1.87 -1.09  0.105
20 H 1.21 1.00 -2.43  0.125
21 H -0.28 -0.15 -2.63  0.129
22 H 0.25 2.04 -0.29  0.148
23 H -0.19 2.83 -2.71  0.096
24 H -1.85 1.95 -2.81  0.083
25 H -1.56 3.44 -1.55  0.082
26 H -1.10 0.45 1.11  0.162
27 H -4.84 -0.09 -1.09  0.142
28 H -3.67 0.80 -2.38  0.130
29 H -3.26 -0.59 0.61  0.169
30 H -1.92 -3.09 -2.60  0.081
31 H -3.49 -3.10 -2.07  0.092
32 H -1.31 -2.14 0.80  0.095
33 F 0.74 -3.67 2.89  0.055
34 C 1.55 -4.35 2.07  -0.295
35 C 2.88 -4.55 2.43  -0.014
36 C 3.73 -5.26 1.57  -0.078
37 C 3.24 -5.75 0.36  -0.092
38 C 1.91 -5.53 0.00  -0.080
39 C 1.06 -4.84 0.86  -0.021
40 H 3.25 -4.15 3.37  0.116
41 H 4.77 -5.43 1.85  0.086
42 H 3.90 -6.29 -0.31  0.101
43 H 1.53 -5.91 -0.94  0.105
44 H 0.02 -4.67 0.61  0.100
45 F -3.91 9.27 -2.62  0.059
46 C -4.06 7.99 -2.25  -0.294
47 C -3.23 7.46 -1.27  -0.019
48 C -3.40 6.13 -0.89  -0.077
49 C -4.38 5.34 -1.49  -0.089
50 C -5.21 5.89 -2.48  -0.077
51 C -5.05 7.22 -2.85  -0.022
52 H -2.47 8.08 -0.82  0.114
53 H -2.76 5.70 -0.12  0.105
54 H -4.51 4.31 -1.19  0.065
55 H -5.97 5.28 -2.95  0.105
56 H -5.69 7.67 -3.61  0.113
57 F -4.51 5.07 5.84  0.061
58 C -3.70 4.40 5.02  -0.291
59 C -2.37 4.20 5.38  -0.024
60 C -1.53 3.49 4.53  -0.085
61 C -2.01 3.00 3.31  -0.090
62 C -3.35 3.21 2.96  -0.067
63 C -4.19 3.91 3.82  -0.001
64 H -2.01 4.59 6.32  0.113
65 H -0.49 3.32 4.80  0.102
66 H -1.35 2.45 2.65  0.084
67 H -3.72 2.83 2.01  0.062
68 H -5.24 4.07 3.56  0.119
69 F 6.78 -5.79 1.18  0.048
70 C 7.35 -5.69 -0.03  -0.290
71 C 7.19 -4.52 -0.76  -0.018
72 C 7.79 -4.41 -2.02  -0.082
73 C 8.53 -5.48 -2.53  -0.097
74 C 8.68 -6.65 -1.79  -0.083
75 C 8.09 -6.76 -0.52  -0.017
76 H 6.60 -3.71 -0.35  0.116
77 H 7.67 -3.50 -2.60  0.105
78 H 8.99 -5.40 -3.51  0.101
79 H 9.25 -7.48 -2.19  0.106
80 H 8.21 -7.66 0.07  0.116

=====

Record 3
A structure of composition C33H38BN4O7Re, computed with wB97M-V/def2-TZVPD.

For the molar mass, the calculation gives 799.707 Da. As for the multiplicity: 2. For the largest force on an atom, the calculation gives 0.98 eV/A. As for the expectation value of S²: 0.815. The calculation puts the total energy at -2129.2498 a.u. The calculation puts the energy relative to the best compared isomer or geometry (same formula, charge and spin) at 81.5 kJ/mol. The HOMO-LUMO gap (spin up / spin down) comes out at 5.35 / 5.66 eV. The charge is -1.

Each line ends with the Löwdin spin population.
Element x y z (Å)
1 Re 0.72 -0.31 0.14  0.776
2 C -0.95 3.89 0.47  0.000
3 C 0.08 3.61 1.58  -0.001
4 C 0.13 2.16 2.08  0.000
5 N 1.15 1.33 1.41  -0.014
6 C 2.43 1.61 1.61  0.015
7 C 2.85 2.57 2.56  0.022
8 C 4.07 3.19 2.78  0.006
9 C 5.29 3.04 2.12  0.031
10 C 5.55 2.08 1.16  0.005
11 C 4.76 1.06 0.68  0.032
12 C 3.40 0.71 0.91  0.001
13 N 2.86 -0.40 0.48  -0.008
14 C 3.63 -1.61 0.20  0.000
15 C 3.32 -2.24 -1.16  -0.001
16 C 1.86 -2.66 -1.30  0.006
17 N 1.01 -1.48 -1.50  0.001
18 C 0.77 -0.97 -2.69  0.016
19 C 1.14 -1.59 -3.90  -0.007
20 C 0.78 -1.29 -5.20  0.008
21 C -0.06 -0.31 -5.69  -0.002
22 C -0.65 0.70 -4.96  0.007
23 C -0.50 1.03 -3.62  0.002
24 C 0.22 0.41 -2.61  0.010
25 N 0.45 0.98 -1.42  0.006
26 C 0.27 2.42 -1.25  0.006
27 C -1.06 2.80 -0.60  -0.001
28 H -1.94 4.02 0.91  0.000
29 H -0.70 4.85 0.00  0.000
30 H 1.07 3.91 1.24  0.000
31 H -0.15 4.27 2.42  0.000
32 H 0.30 2.13 3.16  0.000
33 H -0.82 1.66 1.92  0.000
34 H 2.07 2.91 3.22  0.002
35 H 4.06 3.92 3.58  0.000
36 H 6.09 3.70 2.41  0.002
37 H 6.55 2.10 0.74  -0.001
38 H 5.24 0.41 -0.04  0.002
39 H 4.71 -1.44 0.30  0.000
40 H 3.35 -2.32 0.98  0.000
41 H 3.58 -1.54 -1.96  0.000
42 H 3.96 -3.11 -1.27  0.000
43 H 1.72 -3.40 -2.09  0.001
44 H 1.53 -3.14 -0.38  0.000
45 H 1.77 -2.46 -3.79  0.000
46 H 1.19 -1.98 -5.94  0.001
47 H -0.27 -0.33 -6.76  0.000
48 H -1.31 1.37 -5.52  0.000
49 H -1.03 1.92 -3.31  0.000
50 H 1.10 2.75 -0.63  0.000
51 H 0.40 2.92 -2.22  0.001
52 H -1.79 3.10 -1.35  0.000
53 H -1.46 1.90 -0.14  -0.001
54 O 0.57 -6.10 3.17  0.004
55 C 0.24 -5.05 2.67  0.001
56 C 0.98 -3.73 2.75  0.000
57 O 1.97 -3.50 3.43  -0.001
58 C 0.30 -2.85 1.83  0.001
59 C -0.81 -3.45 1.18  0.001
60 O -1.54 -2.97 0.29  0.010
61 C -0.97 -4.82 1.78  0.003
62 O -1.88 -5.59 1.59  0.004
63 O 0.76 -1.63 1.61  0.051
64 C -4.09 0.88 1.96  0.000
65 C -3.54 -0.39 1.34  0.000
66 C -4.12 -1.61 2.05  0.000
67 O -2.12 -0.38 1.58  0.000
68 B -1.43 -0.44 0.37  0.003
69 O -2.31 -0.34 -0.71  0.000
70 C -3.67 -0.45 -0.24  0.000
71 C -4.44 0.71 -0.85  0.000
72 C -4.22 -1.76 -0.78  0.000
73 H -3.92 0.84 3.04  0.000
74 H -5.17 0.98 1.79  0.000
75 H -3.59 1.77 1.57  0.000
76 H -3.90 -1.52 3.12  0.000
77 H -3.66 -2.53 1.69  0.000
78 H -5.20 -1.67 1.92  0.000
79 H -4.06 1.68 -0.54  0.000
80 H -5.51 0.66 -0.60  0.000
81 H -4.35 0.65 -1.94  0.000
82 H -3.60 -2.60 -0.47  0.000
83 H -4.21 -1.72 -1.87  0.000
84 H -5.26 -1.92 -0.46  0.000